Record 1
{
  "formula": "C2H5N5O",
  "method": "ωB97M-V/def2-TZVPD",
  "species": ["C", "C", "H", "H", "H", "H", "H", "N", "N", "N", "N", "N", "O"],
  "coordinates": [[-0.3579, -0.0270, -0.1649], [0.8837, 1.6794, -0.0117], [-2.9703, 0.7670, -0.2687], [-3.4130, -0.8390, 0.2232], [1.2487, 2.6746, 0.1622], [2.1218, -1.5659, 1.0585], [2.4512, -1.7557, -0.4568], [-2.6636, -0.1839, 0.0934], [-1.4021, -0.7203, -0.3357], [-0.3557, 1.4094, 0.0856], [1.0192, -0.5287, -0.3791], [1.6340, -1.6429, 0.1798], [1.8040, 0.7329, -0.1859]],
  "forces_ev_per_angstrom": [[-0.739, 0.519, 0.379], [-0.148, 0.516, 0.883], [0.917, -1.874, 0.539], [0.398, -0.412, -0.668], [0.464, 0.257, -0.222], [-0.741, 0.870, 1.061], [-1.044, -0.573, 0.295], [1.124, 2.150, -0.595], [-0.940, -0.535, 1.066], [0.957, -2.129, -0.614], [-0.972, 1.481, -0.030], [1.050, 0.343, -1.989], [-0.326, -0.615, -0.106]],
  "nbo_charge": [0.43, 0.40, 0.37, 0.38, 0.19, 0.35, 0.36, -0.70, -0.29, -0.50, -0.03, -0.59, -0.37],
  "mol_weight_g_mol": 115.10,
  "total_charge": 0,
  "homo_lumo_gap_ha": 0.325,
  "e_homo_ev": -8.05,
  "fmax_ha_per_bohr": 0.04858,
  "relative_energy_kj_mol": 379.0
}



Record 2
{
  "formula": "C19H26As2N4PtS3",
  "method": "ωB97M-V/def2-TZVPD",
  "species": ["Pt", "C", "C", "N", "N", "C", "S", "N", "N", "H", "H", "H", "H", "H", "H", "S", "C", "C", "C", "C", "C", "C", "S", "H", "H", "H", "H", "C", "As", "C", "C", "C", "C", "C", "C", "C", "As", "C", "C", "H", "H", "H", "H", "H", "H", "H", "H", "H", "H", "H", "H", "H", "H", "H", "H"],
  "coordinates": [[0.4745, -0.5302, 0.0567], [5.5917, -1.1893, 2.2417], [4.6903, -2.1256, 1.5296], [4.8939, -3.3812, 1.3100], [3.7793, -3.8050, 0.6312], [2.8866, -2.8512, 0.4231], [1.3768, -2.9163, -0.3431], [3.4564, -1.7654, 0.9872], [2.8209, -0.5290, 0.9550], [6.4760, -1.7333, 2.5634], [5.1024, -0.7706, 3.1229], [5.9025, -0.3696, 1.5921], [3.7104, -4.7709, 0.3480], [2.7589, -0.1270, 1.8861], [3.3252, 0.1195, 0.3555], [-0.6741, -0.8087, 2.1283], [-0.4040, 0.5697, 3.0692], [-0.9694, 0.5693, 4.3772], [-0.7777, 1.6319, 5.2073], [-0.0163, 2.7357, 4.7685], [0.5397, 2.7649, 3.5082], [0.3570, 1.6926, 2.6269], [1.0775, 1.7995, 1.0544], [-1.5501, -0.2869, 4.6970], [-1.2077, 1.6289, 6.1995], [0.1297, 3.5800, 5.4299], [1.1159, 3.6224, 3.1835], [-2.0390, 2.9684, 0.1091], [-1.1249, 1.6002, -0.9085], [-0.0077, 2.6096, -2.1258], [-2.5113, 0.8975, -2.0551], [-3.5588, 1.7068, -2.4893], [-4.5372, 1.1811, -3.3208], [-4.4773, -0.1487, -3.7160], [-3.4369, -0.9572, -3.2837], [-2.4523, -0.4302, -2.4533], [-0.9728, -1.5188, -1.8918], [-1.7047, -3.3009, -1.7585], [0.1341, -1.6200, -3.4778], [-2.3725, 3.7451, -0.5775], [-1.3475, 3.3971, 0.8282], [-2.8932, 2.5351, 0.6240], [-0.6553, 3.2606, -2.7115], [0.5261, 1.9378, -2.7946], [0.7020, 3.2086, -1.5599], [-3.6237, 2.7430, -2.1849], [-5.3505, 1.8107, -3.6575], [-5.2445, -0.5586, -4.3599], [-3.4059, -1.9932, -3.5958], [-2.5814, -3.2937, -1.1158], [-0.9569, -3.9752, -1.3480], [-1.9724, -3.6327, -2.7598], [-0.5119, -1.8548, -4.3223], [0.8784, -2.4023, -3.3468], [0.6318, -0.6694, -3.6555]],
  "forces_ev_per_angstrom": [[0.300, 0.100, 0.110], [-0.038, -0.019, -0.018], [-0.050, 0.071, -0.071], [-0.257, 0.013, -0.091], [0.230, -0.343, 0.018], [0.068, 0.039, 0.051], [-0.024, 0.005, 0.088], [0.043, 0.291, 0.103], [0.116, -0.059, 0.108], [-0.015, -0.011, -0.015], [0.004, -0.006, -0.009], [-0.009, -0.010, -0.005], [-0.006, -0.004, 0.007], [-0.013, -0.033, 0.025], [0.031, 0.004, 0.010], [-0.090, -0.199, -0.350], [0.006, 0.124, 0.075], [0.041, -0.006, -0.094], [0.036, 0.094, 0.025], [-0.011, 0.000, 0.014], [-0.007, 0.004, 0.034], [-0.080, -0.083, 0.048], [-0.019, -0.151, -0.150], [0.019, 0.005, -0.038], [0.016, 0.025, -0.009], [-0.005, -0.019, -0.004], [-0.016, -0.014, 0.025], [-0.003, -0.021, 0.064], [-0.137, 0.084, -0.016], [0.008, 0.010, 0.008], [-0.051, 0.119, 0.008], [-0.026, -0.067, -0.024], [0.015, 0.022, 0.020], [-0.003, -0.020, -0.004], [-0.042, 0.036, -0.015], [-0.044, -0.099, -0.017], [-0.004, 0.159, 0.033], [0.057, -0.026, 0.107], [0.007, -0.031, 0.003], [-0.016, 0.017, 0.011], [0.006, 0.028, 0.011], [-0.014, -0.012, -0.003], [0.008, 0.017, -0.025], [-0.006, -0.017, -0.009], [0.005, 0.006, 0.005], [-0.007, 0.010, -0.009], [0.016, -0.015, 0.006], [0.016, 0.012, 0.014], [-0.001, -0.008, -0.013], [-0.017, 0.023, 0.010], [-0.021, -0.028, -0.018], [-0.024, -0.032, -0.008], [0.008, -0.010, -0.038], [0.013, -0.002, 0.004], [-0.010, 0.025, 0.004]],
  "nbo_charge": [0.63, -0.68, 0.37, -0.20, -0.34, 0.26, -0.16, -0.24, -0.63, 0.28, 0.25, 0.25, 0.45, 0.41, 0.41, 0.22, -0.31, -0.17, -0.19, -0.10, -0.28, -0.06, -0.08, 0.24, 0.25, 0.25, 0.24, -0.94, 1.12, -0.95, -0.38, -0.19, -0.16, -0.18, -0.14, -0.38, 1.04, -0.94, -0.94, 0.25, 0.25, 0.26, 0.26, 0.24, 0.26, 0.22, 0.24, 0.24, 0.22, 0.26, 0.26, 0.25, 0.25, 0.26, 0.24],
  "multiplicity": 5,
  "mol_weight_g_mol": 751.57,
  "total_charge": 2,
  "homo_lumo_gap_ha": [0.289, 0.212],
  "e_homo_ev": [-12.88, -14.04],
  "fmax_ha_per_bohr": 0.00803,
  "relative_energy_kj_mol": 44.8
}



Record 3
{
  "formula": "C10H38FIN14O8Si2",
  "method": "ωB97M-V/def2-TZVPD",
  "species": ["C", "C", "C", "F", "Si", "I", "O", "Si", "H", "H", "H", "H", "H", "H", "H", "H", "H", "H", "C", "O", "N", "N", "H", "H", "H", "H", "C", "O", "N", "N", "H", "H", "H", "H", "C", "O", "N", "N", "H", "H", "H", "H", "C", "O", "N", "N", "H", "H", "H", "H", "C", "O", "N", "N", "H", "H", "H", "H", "C", "O", "N", "N", "H", "H", "H", "H", "C", "O", "N", "N", "H", "H", "H", "H"],
  "coordinates": [[-1.4188, 0.9537, 1.3860], [-1.5924, -0.5567, 1.4904], [-3.0211, -1.0248, 1.7143], [-3.5154, -0.4881, 2.9125], [-4.1485, -0.5942, 0.2497], [-5.6626, -2.4753, -0.1892], [-4.9591, 0.8104, 0.4854], [-6.0758, 1.1173, 1.6944], [-1.7080, 1.4052, 2.3377], [-0.3763, 1.2047, 1.1916], [-2.0231, 1.4071, 0.5933], [-1.1830, -1.0727, 0.6204], [-1.0082, -0.9030, 2.3514], [-3.0187, -2.1168, 1.8159], [-3.3451, -0.4651, -0.9751], [-7.3440, 1.5924, 1.1139], [-6.2940, -0.0611, 2.5547], [-5.5067, 2.1839, 2.5312], [2.3471, 0.0014, 0.2767], [1.3194, -0.6643, 0.3581], [2.7656, 0.8076, 1.2917], [3.1328, -0.0127, -0.8344], [3.5837, 1.3840, 1.2331], [2.1905, 0.8598, 2.1121], [2.8320, -0.5917, -1.5953], [3.9935, 0.4974, -0.9320], [6.3638, -1.5731, -1.7241], [5.9097, -0.4479, -1.8921], [5.8197, -2.4371, -0.8208], [7.4331, -2.0327, -2.4292], [6.1690, -3.3626, -0.6616], [5.0265, -2.1139, -0.2974], [7.8435, -1.4118, -3.1019], [7.8210, -2.9486, -2.3088], [-0.4463, -4.7469, 0.7955], [-0.5775, -5.9073, 1.1385], [0.7135, -4.0463, 0.9603], [-1.4662, -4.0394, 0.2035], [0.8223, -3.0725, 0.7269], [1.4680, -4.5306, 1.4081], [-2.3503, -4.5024, 0.0904], [-1.3758, -3.0833, -0.0914], [-4.3392, 5.0276, 2.2385], [-4.9200, 4.5713, 3.2064], [-4.2179, 6.3726, 2.0236], [-3.7504, 4.2320, 1.2882], [-3.7347, 6.7666, 1.2397], [-4.6291, 6.9825, 2.7043], [-3.8243, 3.2363, 1.3972], [-3.2623, 4.5978, 0.4933], [-1.5860, -3.6125, -3.7507], [-2.1730, -2.6334, -3.3188], [-0.9402, -4.4870, -2.9260], [-1.5319, -3.8989, -5.0891], [-0.4380, -5.2943, -3.2411], [-1.0015, -4.2798, -1.9431], [-2.0080, -3.2732, -5.7104], [-1.0650, -4.7022, -5.4630], [5.1381, 1.6452, -5.4807], [6.1254, 2.3284, -5.6886], [4.9722, 0.9212, -4.3355], [4.1160, 1.5502, -6.3914], [4.1749, 0.3410, -4.1616], [5.6963, 0.9455, -3.6396], [4.2110, 2.0736, -7.2404], [3.2913, 1.0020, -6.2424], [-0.1012, 3.5448, 4.9413], [0.6791, 4.0477, 4.1493], [-1.3784, 3.2090, 4.6013], [0.2530, 3.2704, 6.2364], [-2.0326, 2.7870, 5.2325], [-1.6730, 3.4125, 3.6643], [1.1836, 3.5122, 6.5176], [-0.3721, 2.8621, 6.9042]],
  "forces_ev_per_angstrom": [[-0.107, 0.021, 0.087], [0.069, -0.009, 0.449], [0.143, -0.241, -0.380], [-0.098, 0.092, 0.028], [0.113, 0.172, -0.402], [0.017, 0.100, 0.113], [-0.218, -0.446, 0.301], [0.100, 0.420, 0.336], [-0.001, 0.069, -0.094], [-0.044, -0.037, -0.008], [-0.004, -0.104, -0.019], [-0.005, 0.144, -0.086], [0.046, -0.059, -0.137], [-0.014, 0.081, 0.155], [0.027, 0.004, 0.020], [0.010, -0.121, -0.146], [-0.052, -0.134, -0.199], [-0.010, 0.025, -0.011], [-0.070, 0.144, -0.092], [0.015, -0.251, 0.063], [0.046, -0.099, 0.038], [-0.023, -0.024, 0.111], [-0.026, 0.045, -0.034], [-0.017, 0.039, 0.001], [-0.006, -0.018, -0.008], [0.077, -0.128, -0.022], [-0.017, -0.072, 0.038], [-0.006, 0.164, -0.030], [0.017, 0.014, -0.019], [-0.021, 0.016, 0.012], [0.014, -0.002, -0.007], [-0.022, 0.018, -0.007], [0.001, 0.010, -0.006], [-0.006, -0.008, 0.010], [-0.069, 0.133, 0.129], [0.033, -0.008, -0.053], [0.083, 0.033, -0.104], [0.001, -0.009, -0.178], [-0.021, 0.086, 0.027], [-0.009, 0.002, 0.035], [-0.022, 0.008, 0.042], [-0.007, 0.024, 0.058], [0.104, -0.060, -0.079], [0.040, 0.030, 0.045], [-0.038, 0.013, -0.015], [0.045, 0.013, 0.113], [0.010, -0.007, -0.006], [0.002, 0.002, 0.016], [-0.053, 0.009, -0.021], [-0.006, 0.002, -0.013], [0.011, -0.020, 0.006], [0.006, 0.007, 0.002], [-0.026, 0.171, -0.070], [0.037, 0.037, 0.018], [-0.030, -0.019, -0.009], [0.072, -0.230, 0.058], [-0.021, 0.003, 0.002], [-0.016, -0.024, 0.015], [0.019, 0.013, 0.001], [-0.013, -0.016, -0.005], [-0.002, 0.085, -0.044], [0.013, -0.030, 0.019], [-0.010, -0.017, -0.033], [-0.008, -0.094, 0.029], [0.010, 0.018, -0.002], [-0.009, 0.008, 0.019], [0.042, -0.016, -0.009], [-0.003, -0.042, 0.014], [0.008, -0.045, -0.047], [-0.014, -0.033, -0.027], [-0.027, 0.045, 0.011], [-0.053, 0.066, 0.001], [0.009, 0.019, -0.004], [-0.017, 0.016, 0.002]],
  "mulliken_charge": [-1.17, -0.26, 0.30, -0.33, 0.33, -0.20, -0.14, 0.49, 0.28, 0.30, 0.22, -0.01, 0.32, 0.33, -0.09, -0.18, -0.13, -0.11, 0.59, -0.61, -0.37, -0.23, 0.16, 0.22, 0.14, 0.11, 0.62, -0.62, -0.35, -0.42, 0.16, 0.21, 0.22, 0.16, 0.60, -0.68, -0.27, -0.27, 0.26, 0.19, 0.14, 0.08, 0.73, -0.61, -0.42, -0.24, 0.15, 0.23, -0.01, 0.17, 0.57, -0.63, -0.32, -0.40, 0.15, 0.21, 0.24, 0.15, 0.57, -0.64, -0.21, -0.37, 0.13, 0.15, 0.21, 0.16, 0.66, -0.65, -0.23, -0.39, 0.15, 0.07, 0.22, 0.16],
  "mol_weight_g_mol": 684.58,
  "total_charge": 0,
  "homo_lumo_gap_ha": 0.351,
  "e_homo_ev": -9.49,
  "fmax_ha_per_bohr": 0.01129
}



Record 4
{
  "formula": "C3H4N2S2",
  "method": "ωB97M-V/def2-TZVPD",
  "species": ["C", "C", "C", "N", "N", "S", "S", "H", "H", "H", "H"],
  "coordinates": [[0.5995, 1.0183, -0.2106], [1.1351, 0.4429, -1.2377], [0.1761, -1.5195, -0.0699], [0.0992, 0.2980, 0.8266], [-1.2164, 0.3400, 1.1605], [-0.8369, -2.5531, 0.6225], [1.2957, -1.3070, -1.3094], [0.4363, 2.0853, -0.2464], [1.6377, 1.1944, -1.9299], [-1.4276, -0.1794, 1.9823], [-1.8989, 0.1803, 0.4122]],
  "forces_ev_per_angstrom": [[-2.213, 1.159, 1.082], [2.783, 1.396, -2.924], [-0.361, 1.267, 2.042], [-0.793, -4.169, -0.524], [-0.126, 1.852, -0.420], [0.924, 0.403, -0.807], [-0.444, 0.085, 0.076], [0.142, 0.256, 0.370], [-0.460, -1.851, 0.404], [0.088, -0.346, 0.444], [0.461, -0.053, 0.258]],
  "nbo_charge": [-0.04, -0.46, -0.36, -0.23, -0.62, 0.07, 0.44, 0.22, 0.25, 0.38, 0.35],
  "mol_weight_g_mol": 132.21,
  "total_charge": 0,
  "homo_lumo_gap_ha": [0.287, 0.287],
  "e_homo_ev": [-8.00, -8.00],
  "fmax_ha_per_bohr": 0.08315,
  "relative_energy_kj_mol": 392.3
}



> What is the formula in the second record?

C19H26As2N4PtS3